1.
C4H8N2O | ωB97M-V/def2-TZVPD

Values from the calculation:
LUMO energy = 0.520 eV
Kohn-Sham gap = 0.36738 Ha
HOMO energy = -9.477 eV
energy relative to the best compared isomer or geometry (same formula, charge and spin) = 201.5 kcal per mole
calculated total energy = -341.68246 a.u.

ORCA input file:
```
! wB97M-V def2-TZVPD RIJCOSX def2/J DEFGRID3
* xyz 0 1
C -0.80637 0.99514 -1.18024
C 0.19564 0.02893 -0.85949
C 0.09444 -1.61113 -1.13470
C 0.39597 -0.64621 2.37406
H -0.86895 2.70258 0.40362
H -0.99369 1.17383 -2.30837
H -1.94498 0.88356 -0.83030
H 1.25476 0.52351 -0.69700
H 0.95576 -2.28503 -1.33524
H -0.95201 -2.02944 -1.39953
H -0.72460 -0.55619 2.90918
H 1.09515 -0.45042 3.25708
N -0.29600 -1.02498 0.20514
N 0.90124 -0.74710 1.24498
O -0.16702 2.48022 -0.66851
*
```

2.
C28H62F3NO16S | ωB97M-V/def2-TZVPD

Values from the calculation:
LUMO energy = -0.813 eV
Kohn-Sham gap = 0.29968 Ha
HOMO energy = -8.967 eV
SMILES string = CCOC(=O)NS(=O)(=O)C(F)(F)F.COCCOCCOC.COCCOCCOC.COCCOCCOC.COCCOCCOC
calculated total energy = -3059.91682 a.u.

ORCA input file:
```
! wB97M-V def2-TZVPD RIJCOSX def2/J DEFGRID3
* xyz 0 1
C -0.61047 -2.88000 -4.44970
C -2.07876 -3.41329 -3.86805
O -3.19430 -2.97465 -4.76936
C -3.82933 -1.85181 -4.06633
O -3.00920 -0.80587 -3.77124
N -5.27777 -1.67753 -3.70437
S -6.13914 -3.14537 -3.38776
O -6.96056 -2.91415 -2.06005
O -5.29466 -4.41182 -3.14392
C -7.46842 -3.49641 -4.70502
F -8.36377 -2.29215 -4.86287
F -6.90588 -3.81652 -6.03771
F -8.36428 -4.58776 -4.17740
H -0.39007 -3.38004 -5.50957
H -0.63263 -1.71032 -4.57441
H 0.23431 -3.19789 -3.68038
H -2.24531 -3.07878 -2.75011
H -1.99971 -4.60165 -3.86093
H -5.79101 -1.05518 -4.38701
C -15.70211 -5.51034 -1.67428
O -14.36821 -5.33189 -1.23311
C -13.64949 -6.56085 -1.11112
C -12.17778 -6.36750 -1.49489
O -11.95397 -6.21716 -2.90212
C -12.41973 -4.99696 -3.49455
C -11.61619 -3.75765 -3.08924
O -11.90866 -3.38698 -1.74256
C -10.77367 -2.90400 -1.04210
H -16.31015 -5.93440 -0.87020
H -16.10448 -4.53129 -1.94505
H -15.74444 -6.14971 -2.56018
H -14.08933 -7.34195 -1.74135
H -13.71784 -6.87419 -0.06388
H -11.63931 -7.27869 -1.21083
H -11.71730 -5.55634 -0.93792
H -13.48809 -4.86182 -3.32642
H -12.29675 -5.13431 -4.57547
H -11.89797 -2.91405 -3.72914
H -10.54645 -3.95973 -3.22353
H -9.92135 -3.58285 -1.14978
H -11.02836 -2.83876 0.01970
H -10.50685 -1.90891 -1.40891
C 6.28150 1.01504 -4.49674
O 4.94560 1.24146 -4.08461
C 4.00450 1.14074 -5.15512
C 2.68564 0.53484 -4.66107
O 2.74842 -0.87280 -4.40113
C 3.52750 -1.27714 -3.26696
C 2.90448 -0.91052 -1.91667
O 3.01405 0.49191 -1.67651
C 1.87967 1.03124 -1.01739
H 6.64808 1.87136 -5.06980
H 6.89773 0.89640 -3.60234
H 6.36412 0.09895 -5.08782
H 4.39981 0.53032 -5.97480
H 3.82605 2.15539 -5.52686
H 1.94785 0.64949 -5.46321
H 2.28896 1.07232 -3.80432
H 4.55497 -0.92319 -3.35026
H 3.57686 -2.37104 -3.32450
H 3.44540 -1.42306 -1.11341
H 1.85740 -1.23695 -1.90035
H 0.95096 0.72788 -1.51170
H 1.94790 2.12233 -1.05513
H 1.86905 0.70830 0.02738
C 4.41417 0.17149 5.10841
O 5.15250 0.84237 4.10315
C 6.53589 0.99035 4.42889
C 7.40364 0.87460 3.17024
O 7.52456 -0.45975 2.66244
C 6.34482 -1.02836 2.07791
C 5.94542 -0.40183 0.73858
O 5.39703 0.90072 0.93638
C 5.76178 1.81603 -0.08405
H 4.27244 0.82790 5.97161
H 3.43646 -0.08847 4.69578
H 4.90947 -0.75454 5.41263
H 6.85411 0.23826 5.15956
H 6.66066 1.98466 4.87085
H 8.42185 1.17557 3.44150
H 7.08133 1.56041 2.39176
H 5.51779 -1.03217 2.78779
H 6.59161 -2.08054 1.89252
H 5.17017 -1.01457 0.26523
H 6.82085 -0.36956 0.07844
H 6.84185 1.80208 -0.26328
H 5.48092 2.82190 0.24135
H 5.22718 1.57517 -1.00716
C 9.27367 6.54944 7.45799
O 7.89375 6.27210 7.30093
C 7.05340 7.21411 7.97044
C 5.77025 7.46045 7.16830
O 5.95824 8.25659 5.99195
C 6.68532 7.64458 4.91790
C 5.92556 6.51959 4.20868
O 5.87051 5.35414 5.03038
C 4.63901 4.65843 4.92299
H 9.59266 6.30462 8.47504
H 9.82815 5.92626 6.75234
H 9.49597 7.59575 7.23165
H 7.57174 8.16668 8.12756
H 6.80002 6.78663 8.94646
H 5.08853 8.03721 7.80353
H 5.25526 6.53316 6.93342
H 7.67397 7.32377 5.24589
H 6.85196 8.44535 4.18757
H 6.45316 6.24605 3.28818
H 4.91977 6.87062 3.94718
H 3.78755 5.33652 5.04164
H 4.59661 3.91149 5.72101
H 4.58146 4.15295 3.95495
*
```

3.
C4H10S2 | ωB97M-V/def2-TZVPD

Values from the calculation:
LUMO energy = 0.523 eV
Kohn-Sham gap = 0.33187 Ha
HOMO energy = -8.508 eV
energy relative to the best compared isomer or geometry (same formula, charge and spin) = 48.7 kcal per mole
SMILES string = C=C(C)SC.S
calculated total energy = -954.70591 a.u.

ORCA input file:
```
! wB97M-V def2-TZVPD RIJCOSX def2/J DEFGRID3
* xyz 0 1
C -0.40912 -1.05054 -1.06138
C 0.12973 -0.54536 0.03271
C -0.45234 -0.53653 1.41361
S 1.42317 0.66379 -0.17458
C 0.38782 2.08675 -0.68727
H -1.27431 -1.63875 -1.04312
H 0.00388 -1.05017 -2.06292
H -0.94676 -1.45044 1.68634
H -1.28068 0.18651 1.32977
H 0.32749 -0.34497 2.20715
H -0.64104 2.10758 -0.17745
H 0.39925 2.29588 -1.76600
H 1.02161 2.99062 -0.21670
S -2.93602 0.41010 -0.87178
H -4.27267 0.76249 -0.80962
H -3.26737 0.20210 -2.18985
*
```

4.
C7H9ClN2O2S | ωB97M-V/def2-TZVPD

Values from the calculation:
LUMO energy = 0.427 eV
Kohn-Sham gap = 0.30896 Ha
HOMO energy = -7.981 eV
energy relative to the best compared isomer or geometry (same formula, charge and spin) = 0.0 kcal per mole
SMILES string = CNC1=NC=C(Cl)[C@H]1SC.O=C=O
calculated total energy = -1390.45274 a.u.

ORCA input file:
```
! wB97M-V def2-TZVPD RIJCOSX def2/J DEFGRID3
* xyz 0 1
C -2.85209 -0.81124 -1.33898
N -1.69370 -0.33674 -0.66036
C -0.48442 -0.93664 -0.72899
N -0.15780 -2.09101 -1.10092
C 1.16950 -2.35975 -0.72056
C 1.74090 -1.35459 0.00506
Cl 3.19540 -1.37136 0.91444
C 0.77820 -0.20762 0.10302
S 1.88299 1.38931 -0.09722
C 1.99960 1.82113 1.72603
H -3.59800 -1.16206 -0.50122
H -3.23888 -0.02554 -1.95278
H -2.56054 -1.62062 -2.05493
H -1.69864 0.66826 -0.29014
H 1.65107 -3.25591 -0.96662
H 0.33260 0.08501 0.98851
H 2.14000 1.11107 2.44045
H 1.13744 2.35509 1.97255
H 2.95971 2.38432 1.84474
O 6.02768 0.48339 -0.63899
C 5.58936 -0.46541 -1.06796
O 5.12610 -1.38399 -1.58855
*
```

5.
C4H7NO2 | ωB97M-V/def2-TZVPD

Values from the calculation:
LUMO energy = 0.817 eV
Kohn-Sham gap = 0.35045 Ha
HOMO energy = -8.719 eV
energy relative to the best compared isomer or geometry (same formula, charge and spin) = 86.0 kcal per mole
SMILES string = CC(=O)NCC=O
calculated total energy = -361.74380 a.u.

ORCA input file:
```
! wB97M-V def2-TZVPD RIJCOSX def2/J DEFGRID3
* xyz 0 1
C 1.77295 0.02141 -0.16167
C 0.79996 -0.93559 -0.75973
O 0.89702 -1.82954 -1.53501
N -0.52891 -0.89414 -0.06461
C -1.27107 -0.08516 0.98781
C -1.11038 1.06497 -0.14422
O -0.38237 2.02913 -0.16648
H 1.45817 0.19876 0.87392
H 2.72487 -0.51536 -0.23579
H 1.87629 1.03534 -0.51752
H -1.07503 -1.58601 -0.56497
H -2.35687 -0.10017 1.03535
H -0.63027 0.38718 1.72509
H -2.17438 1.20918 -0.47217
*
```

6.
C38H38N7O6RbS2 | ωB97M-V/def2-TZVPD

Values from the calculation:
LUMO energy = -0.468 eV
Kohn-Sham gap = 0.29318 Ha
HOMO energy = -8.446 eV
energy relative to the best compared isomer or geometry (same formula, charge and spin) = 0.0 kcal per mole
calculated total energy = -3126.12898 a.u.

ORCA input file:
```
! wB97M-V def2-TZVPD RIJCOSX def2/J DEFGRID3
* xyz 0 1
Rb 11.57637 12.52518 17.29734
S 8.49206 18.08218 22.18570
C 9.63497 18.39195 23.54509
C 10.85028 17.95707 23.19569
C 10.92054 17.41395 21.82261
C 9.73506 17.44125 21.19389
C 9.57303 16.81977 19.80908
C 10.04383 15.51780 19.55830
N 9.77011 14.89706 18.38202
C 9.02834 15.51790 17.46738
C 8.71977 16.88408 17.56636
C 7.96765 17.53041 16.58275
C 7.59190 16.86335 15.49678
C 7.89803 15.46180 15.30217
C 7.62194 14.82389 14.05570
C 7.90006 13.46242 13.96184
C 8.51097 12.86068 15.10963
N 8.86537 13.50129 16.15992
C 8.55953 14.76511 16.29125
C 7.63651 12.64980 12.81089
C 7.73116 11.31408 12.69691
C 7.38319 10.90023 11.37106
C 7.04914 11.91970 10.51905
S 7.05848 13.40933 11.36977
C 9.02656 17.51839 18.77335
H 9.28358 18.74791 24.50271
H 11.69977 17.90069 23.89137
H 11.83544 17.06178 21.34286
H 10.40322 14.88084 20.34561
H 7.50770 18.50058 16.70125
H 7.06299 17.40196 14.69566
H 7.02238 15.30748 13.29789
H 8.86568 11.81756 15.07584
H 8.09295 10.73928 13.57730
H 7.29534 9.88126 11.08820
H 6.71376 11.83319 9.52425
H 8.67748 18.55698 18.89258
N 7.27688 11.42039 18.39315
C 7.08677 10.42146 17.35296
C 8.10588 9.30593 17.62039
C 9.53562 9.69890 17.45338
O 9.85604 10.26472 16.38363
O 10.31216 9.29571 18.35481
H 6.55798 12.10040 18.35643
H 8.16497 11.86475 18.24270
H 7.15630 10.84036 16.35608
H 5.99869 10.06841 17.38307
H 7.96445 8.47701 16.89972
H 7.83214 8.95884 18.62899
N 9.77973 9.89801 21.26615
C 9.97248 11.32362 21.19504
C 11.35841 11.70174 20.65119
O 12.27796 10.69908 20.53616
O 11.65892 12.80176 20.23426
H 8.86726 9.80450 21.69603
H 11.83478 9.92746 20.94624
H 9.61480 9.45568 20.31711
H 9.93235 11.79901 22.13766
H 9.30055 11.92877 20.53180
O 12.08331 5.73192 18.74496
C 12.04955 6.25193 17.41533
N 12.33770 7.65495 17.26338
C 13.61333 8.01836 17.35982
O 14.46789 7.21801 17.49459
C 13.82651 9.44674 17.22121
C 14.61643 10.08566 18.19730
C 14.98592 11.39178 17.99363
C 14.69519 12.02202 16.78347
N 13.91380 11.42080 15.87166
C 13.53695 10.18686 16.10295
H 12.97308 5.65687 19.02842
H 11.06578 6.15079 17.02882
H 12.70782 5.72813 16.78548
H 11.61336 8.32920 17.60718
H 14.95495 9.49951 19.07234
H 15.58274 11.82677 18.80607
H 15.19466 12.94880 16.51128
H 12.89533 9.80124 15.36036
C 10.01031 15.98468 11.38662
C 10.89093 15.48166 12.48946
C 11.55897 14.22246 12.33516
C 12.07332 13.67985 13.50357
N 12.00790 14.23997 14.75391
C 11.46681 15.46861 14.82486
C 10.89512 16.07259 13.71553
H 10.60371 16.33038 10.52937
H 9.42904 16.81437 11.66256
H 9.41496 15.17350 11.05150
H 11.70002 13.81638 11.35057
H 12.72319 12.78208 13.46990
H 11.49198 15.97763 15.72450
H 10.40744 17.06152 13.95709
*
```